Record 1
This record from OMol25 describes 6 unconnected molecules or ions with the total composition C26H59ClN5O12P. The level of theory is ωB97M-V/def2-TZVPD.

Last column: Löwdin charge in e.
Element x y z (Å)
C -4.55 -3.09 0.18  -0.0524
C -4.07 -1.79 -0.48  -0.2622
O -3.16 -1.94 -1.56  -0.1491
C -1.87 -2.30 -1.14  -0.1672
C -1.24 -1.14 -0.37  -0.1650
O 0.10 -0.93 -0.83  -0.1063
C 0.79 -0.15 0.10  -0.2525
O 1.78 0.56 -0.63  -0.1395
P 2.30 1.87 0.10  0.3730
O 2.44 1.76 1.55  -0.2093
O 3.65 2.11 -0.68  -0.1486
C 4.14 3.45 -0.90  -0.2195
C 4.30 4.24 0.38  -0.2521
C 5.25 3.61 1.38  -0.5652
Cl 6.92 3.51 0.74  0.5818
O 1.28 3.02 -0.30  -0.1677
C 0.41 2.89 -1.45  -0.1069
C 0.19 4.24 -2.18  -0.3938
C 0.81 5.43 -1.47  -0.0353
O -1.20 4.42 -2.39  -0.0390
H -5.62 -3.19 0.08  0.0413
H -4.06 -3.97 -0.23  0.0754
H -4.33 -3.06 1.25  0.0744
H -3.66 -1.12 0.29  0.1092
H -4.93 -1.27 -0.90  0.1126
H -1.27 -2.50 -2.03  0.1256
H -1.88 -3.21 -0.54  0.1135
H -1.21 -1.36 0.71  0.1303
H -1.83 -0.24 -0.55  0.1152
H 1.23 -0.78 0.87  0.1233
H 0.09 0.57 0.54  0.1351
H 3.51 3.98 -1.61  0.1050
H 5.11 3.32 -1.36  0.1058
H 4.69 5.23 0.11  0.1207
H 3.35 4.39 0.89  0.1126
H 5.27 4.21 2.28  0.0716
H 4.94 2.60 1.64  0.0641
H -0.57 2.57 -1.10  0.1131
H 0.80 2.15 -2.14  0.1256
H 0.62 4.16 -3.18  0.1412
H 0.55 5.45 -0.41  0.0905
H 1.88 5.47 -1.60  0.0667
H 0.40 6.33 -1.93  0.0876
H -1.58 4.85 -1.61  0.0922
C -5.99 3.40 -2.27  -0.0749
N -4.90 3.29 -1.33  0.0110
C -3.85 2.44 -1.35  -0.5439
C -3.77 1.46 -2.50  0.0046
O -3.00 2.46 -0.47  0.0120
H -6.02 4.40 -2.72  0.0828
H -6.95 3.22 -1.78  0.0835
H -5.88 2.67 -3.07  0.0722
H -4.90 3.92 -0.53  0.1375
H -2.89 0.85 -2.36  0.0722
H -4.65 0.80 -2.51  0.0841
H -3.70 1.97 -3.46  0.0898
C -7.78 -7.58 0.47  -0.0775
N -7.83 -6.13 0.46  0.0097
C -7.51 -5.29 -0.56  -0.5498
C -7.04 -5.90 -1.86  -0.0079
O -7.59 -4.08 -0.41  0.0148
H -8.77 -7.99 0.67  0.0822
H -7.10 -7.94 1.24  0.0841
H -7.45 -7.95 -0.49  0.0697
H -8.13 -5.66 1.29  0.1401
H -6.82 -5.10 -2.55  0.0836
H -6.14 -6.49 -1.70  0.0848
H -7.81 -6.54 -2.29  0.0830
C 6.33 3.45 6.11  -0.0809
N 6.93 4.77 6.03  0.0032
C 7.85 5.22 5.14  -0.5528
C 8.34 4.25 4.10  -0.0163
O 8.25 6.37 5.20  0.0328
H 5.25 3.50 5.99  0.0819
H 6.55 2.99 7.08  0.0813
H 6.74 2.81 5.33  0.0701
H 6.64 5.46 6.70  0.1369
H 9.07 4.76 3.47  0.0840
H 8.82 3.39 4.57  0.0871
H 7.52 3.90 3.48  0.0316
C 1.44 -3.76 2.09  -0.0644
N 0.18 -4.42 2.33  0.0106
C -0.38 -4.80 3.51  -0.5560
C 0.41 -4.51 4.77  -0.0127
O -1.46 -5.36 3.54  0.0318
H 1.28 -2.80 1.59  0.0590
H 2.08 -4.37 1.45  0.0870
H 1.96 -3.57 3.03  0.0752
H -0.39 -4.65 1.52  0.1330
H -0.16 -4.87 5.61  0.0810
H 1.38 -5.01 4.75  0.0826
H 0.57 -3.43 4.88  0.0834
C 3.52 -0.86 -5.41  -0.0820
N 2.27 -1.59 -5.27  0.0040
C 1.69 -2.05 -4.12  -0.5405
C 2.41 -1.78 -2.82  -0.0057
O 0.63 -2.64 -4.16  0.0322
H 3.34 0.11 -5.87  0.0806
H 4.22 -1.42 -6.04  0.0813
H 3.97 -0.71 -4.44  0.0699
H 1.74 -1.80 -6.10  0.1364
H 1.81 -2.20 -2.02  0.0690
H 3.39 -2.25 -2.82  0.0894
H 2.52 -0.71 -2.65  0.0725

As for the HOMO-LUMO gap: 9.935 eV. Its SMILES is CCOCCOCO[P@@](=O)(OCCCCl)OC[C@H](C)O.CNC(C)=O.CNC(C)=O.CNC(C)=O.CNC(C)=O.CNC(C)=O. As for the spin multiplicity: 1.

***

Record 2
This record from OMol25 describes a molecular structure, C26H60CuN7O11. The level of theory is ωB97M-V/def2-TZVPD.

Last column: Löwdin spin population.
Element x y z (Å)
Cu 0.86 2.22 3.22  0.0611
C 1.09 0.01 -0.74  0.0043
C 0.80 0.00 0.75  0.1020
C 0.81 -1.41 1.33  0.0381
O 1.46 0.94 1.48  0.7087
H 1.01 0.98 -1.25  0.0000
H 0.29 -0.54 -1.24  -0.0004
H 2.00 -0.51 -1.03  0.0020
H -0.26 0.31 0.88  0.0642
H 0.28 -1.50 2.28  0.0002
H 1.83 -1.76 1.43  0.0014
H 0.27 -2.10 0.68  0.0014
C 2.59 -4.81 2.50  0.0004
O 1.41 -5.28 3.17  0.0001
C 1.23 -4.82 4.39  0.0000
O 1.97 -4.08 4.98  0.0000
O 0.05 -5.23 4.82  0.0000
C -0.36 -4.94 6.15  0.0000
H 3.46 -4.76 3.14  0.0000
H 2.31 -3.91 1.96  0.0005
H 2.81 -5.52 1.70  0.0000
H -0.56 -5.89 6.65  0.0000
H -1.34 -4.46 6.15  0.0000
H 0.40 -4.32 6.63  0.0000
C -3.08 3.37 2.40  0.0000
C -2.55 2.05 2.87  0.0002
O -1.33 1.86 2.96  0.0011
N -3.42 1.07 3.13  -0.0001
C -3.10 -0.34 3.37  0.0001
H -2.37 4.18 2.52  0.0000
H -3.92 3.66 3.05  0.0000
H -3.39 3.32 1.36  0.0000
H -4.39 1.34 3.16  0.0000
H -2.28 -0.53 2.68  0.0003
H -3.93 -0.99 3.11  0.0000
H -2.91 -0.49 4.43  0.0000
C 5.19 3.39 -6.03  0.0000
C 4.40 2.53 -5.08  0.0000
O 4.78 1.39 -4.87  0.0000
N 3.35 3.04 -4.38  0.0000
C 2.61 2.30 -3.39  0.0000
H 6.26 3.37 -5.89  0.0000
H 4.91 4.44 -5.87  0.0000
H 4.99 3.15 -7.07  0.0000
H 2.95 3.92 -4.66  0.0000
H 2.48 1.23 -3.58  0.0000
H 1.64 2.73 -3.19  0.0000
H 3.26 2.24 -2.50  0.0000
C -2.31 -2.84 1.11  0.0004
C -3.79 -3.15 1.27  0.0001
O -4.33 -3.14 2.37  0.0001
N -4.47 -3.36 0.12  0.0000
C -5.91 -3.39 0.09  0.0000
H -2.31 -1.93 0.50  0.0002
H -1.72 -3.64 0.64  0.0000
H -1.71 -2.68 2.00  0.0000
H -3.96 -3.53 -0.74  0.0000
H -6.32 -4.38 -0.14  0.0000
H -6.34 -2.73 -0.66  0.0000
H -6.29 -3.23 1.09  0.0000
C -0.29 6.29 1.87  0.0003
C 0.51 5.04 1.57  0.0002
O 0.39 4.02 2.27  0.0036
N 1.36 5.07 0.54  -0.0001
C 2.35 4.02 0.30  -0.0004
H 0.38 7.13 2.11  0.0000
H -0.84 6.17 2.79  0.0000
H -0.85 6.57 0.98  0.0000
H 1.62 6.01 0.29  0.0000
H 3.06 4.45 -0.40  0.0000
H 1.96 3.08 -0.08  -0.0004
H 2.71 3.71 1.29  -0.0004
C -1.65 3.14 -0.69  0.0003
C -2.53 3.04 -1.91  0.0000
O -3.28 3.94 -2.25  0.0000
N -2.50 1.88 -2.63  0.0003
C -1.82 0.65 -2.29  0.0006
H -0.59 3.11 -0.97  0.0000
H -1.85 2.28 -0.06  0.0005
H -1.78 4.10 -0.19  0.0000
H -3.14 1.94 -3.41  0.0000
H -2.31 -0.25 -2.67  0.0000
H -1.85 0.55 -1.20  0.0008
H -0.80 0.70 -2.65  0.0000
C -3.24 -5.04 -4.17  0.0000
C -2.31 -4.19 -3.31  0.0000
O -2.66 -3.85 -2.19  0.0000
N -1.13 -3.83 -3.86  0.0000
C -0.21 -2.87 -3.25  0.0000
H -3.51 -5.96 -3.66  0.0000
H -2.82 -5.21 -5.16  0.0000
H -4.16 -4.51 -4.41  0.0000
H -0.87 -4.39 -4.66  0.0000
H 0.78 -3.32 -3.26  0.0000
H -0.46 -2.52 -2.26  0.0000
H -0.18 -2.04 -3.95  0.0000
O 6.75 1.82 0.98  0.0009
C 5.70 1.22 0.83  0.0001
N 4.74 1.31 1.79  0.0034
C 5.41 0.38 -0.35  0.0001
H 5.07 1.83 2.58  0.0000
H 3.79 1.07 1.59  0.0033
H 4.91 -0.56 -0.12  0.0000
H 6.31 0.23 -0.94  0.0000
H 4.77 0.95 -1.03  0.0000

As for the HOMO-LUMO gap (spin up / spin down): 7.958 / 5.645 eV. As for the expectation value of S²: 0.755. As for the spin multiplicity: 2. As for the net charge: +1.

***

Looking at largest force on an atom for the records above, in order, we have 0.81; 2.35 eV Å⁻¹.
Looking at energy above the lowest of the compared OMol25 structures with the same formula, charge and spin for the records above, in order, we have 0.00; 71.32 kJ/mol.
Looking at electronic energy for the records above, in order, we have -3004.4217; -3877.8867 hartree.